Below is a cluster of 3 separate species, C11H24BO4S in total in a non-equilibrium geometry, with properties calculated with ωB97M-V/def2-TZVPD.

Last column: Löwdin charge in e.
CARTESIAN COORDINATES (ANGSTROEM)
C (1.70, 2.68, -2.56)  0.104
C (0.98, 1.79, -2.92)  -0.066
C (0.04, 0.78, -3.45)  -0.305
O (-1.18, 1.50, -3.67)  -0.111
B (-1.74, 1.66, -2.27)  -0.569
O (-0.97, 0.65, -1.42)  -0.116
C (-0.49, -0.23, -2.40)  -0.370
C (0.41, -1.33, -1.90)  -0.113
C (0.50, -2.61, -2.78)  -0.273
C (-0.06, -2.47, -4.20)  -0.565
S (0.40, -3.99, -5.12)  0.665
H (2.22, 3.60, -2.45)  0.009
H (0.34, 0.43, -4.44)  0.132
H (-2.90, 1.21, -2.27)  0.066
H (-1.61, 2.81, -1.89)  0.061
H (-1.41, -0.60, -2.87)  0.139
H (1.42, -0.98, -1.68)  0.113
H (0.01, -1.65, -0.93)  0.111
H (0.00, -3.44, -2.28)  0.097
H (1.55, -2.89, -2.88)  0.088
H (0.45, -1.65, -4.70)  0.057
H (-1.13, -2.31, -4.21)  0.074
H (-0.04, -3.71, -6.36)  -0.170
C (-0.41, 1.81, 2.35)  -0.078
C (-1.69, 1.03, 2.11)  -0.338
O (-2.54, 1.69, 1.18)  -0.084
H (-0.63, 2.81, 2.71)  0.074
H (0.23, 1.31, 3.07)  0.037
H (0.15, 1.92, 1.41)  0.080
H (-2.26, 0.93, 3.04)  0.101
H (-1.47, 0.03, 1.73)  0.105
H (-2.04, 1.76, 0.36)  0.047
C (0.97, -0.43, 6.55)  -0.096
C (1.32, -0.46, 5.07)  -0.320
O (2.06, 0.69, 4.70)  -0.088
H (0.39, 0.47, 6.78)  0.075
H (0.39, -1.30, 6.84)  0.071
H (1.87, -0.39, 7.16)  0.068
H (0.41, -0.48, 4.47)  0.101
H (1.90, -1.36, 4.84)  0.109
H (2.87, 0.70, 5.23)  0.076

Output
multiplicity: 1
net charge: -1
energy above the lowest of the compared OMol25 structures with the same formula, charge and spin: 6.23 kcal/mol
E_LUMO: 0.092 hartree

=====

Below is a structure of composition C11H24BrCsN3OV in a non-equilibrium geometry, with properties calculated with ωB97M-V/def2-TZVPD.

Last column: Löwdin charge in e.
CARTESIAN COORDINATES (ANGSTROEM)
N (-1.14, 0.44, 1.20)  -0.003
C (-0.91, 1.01, 2.26)  -0.355
O (-0.71, 1.56, 3.29)  0.235
Cs (-3.27, -1.77, -1.17)  1.314
V (-0.26, -0.15, -0.40)  0.596
N (-0.89, 0.97, -1.75)  -0.136
N (-0.74, -1.97, -0.39)  -0.412
C (-0.90, 2.46, -1.65)  -0.625
C (-0.75, -3.03, 0.66)  -0.649
C (-2.31, 2.93, -1.28)  -0.014
C (-0.47, 3.12, -2.96)  -0.024
C (0.08, 2.93, -0.58)  -0.060
C (-1.28, -4.35, 0.08)  -0.041
C (0.67, -3.26, 1.19)  -0.027
C (-1.68, -2.60, 1.80)  -0.056
H (-3.04, 2.70, -2.07)  0.090
H (-2.29, 4.02, -1.16)  0.117
H (-2.66, 2.48, -0.34)  0.088
H (0.47, 2.69, -3.33)  0.110
H (-0.31, 4.19, -2.78)  0.113
H (-1.24, 3.03, -3.74)  0.092
H (-0.22, 2.63, 0.43)  0.058
H (0.09, 4.03, -0.60)  0.115
H (1.10, 2.57, -0.77)  0.063
H (-2.35, -4.32, -0.18)  0.051
H (-1.17, -5.13, 0.84)  0.121
H (-0.71, -4.67, -0.81)  0.098
H (1.31, -3.70, 0.42)  0.096
H (0.62, -3.97, 2.03)  0.117
H (1.13, -2.33, 1.54)  0.043
H (-1.52, -1.57, 2.12)  0.057
H (-1.48, -3.25, 2.66)  0.116
H (-2.75, -2.74, 1.56)  0.063
C (0.02, -2.27, -1.62)  -0.169
H (0.54, -1.36, -1.98)  0.068
H (0.80, -3.03, -1.44)  0.116
H (-0.62, -2.66, -2.44)  0.099
C (-1.64, 0.46, -2.93)  -0.147
H (-1.33, 0.99, -3.84)  0.104
H (-1.44, -0.61, -3.14)  0.052
H (-2.74, 0.61, -2.83)  0.074
Br (2.02, 0.00, 0.29)  0.452

Output
multiplicity: 1
net charge: +2
E_LUMO (alpha / beta): -0.343 / -0.343 hartree

=====

Below is a structure of composition C11H24Cl2N2NdO2PS in a non-equilibrium geometry, with properties calculated with ωB97M-V/def2-TZVPD.

Last column: Löwdin spin population.
CARTESIAN COORDINATES (ANGSTROEM)
C (-0.06, -4.52, -5.78)  0.000
C (0.17, -3.71, -4.54)  0.000
H (-1.13, -4.69, -6.00)  0.000
H (0.46, -5.49, -5.75)  0.000
H (0.39, -3.98, -6.64)  0.000
O (-0.67, -3.16, -3.81)  -0.003
Cl (1.89, -3.52, -4.18)  0.000
Nd (-0.03, -1.25, -1.80)  3.051
P (-0.02, 1.64, -2.75)  -0.011
C (-1.35, 2.91, -2.85)  -0.002
C (1.45, 2.75, -2.72)  -0.002
H (0.92, 0.40, -4.65)  0.000
H (0.17, 1.96, -5.12)  0.000
H (-0.90, 0.56, -4.77)  0.000
C (0.05, 1.06, -4.50)  0.000
H (2.36, 2.14, -2.79)  0.000
H (1.42, 3.45, -3.57)  0.000
H (-1.15, 3.62, -3.66)  0.000
H (-1.39, 3.46, -1.90)  0.000
H (1.45, 3.34, -1.79)  0.000
H (-2.31, 2.39, -3.04)  0.000
C (-2.02, 0.45, -0.75)  -0.002
O (-2.68, 1.11, -0.05)  0.000
Cl (2.39, -0.75, -2.15)  -0.022
C (1.00, 2.05, 5.28)  0.000
C (-0.18, 1.53, 4.46)  0.000
N (0.22, 1.17, 3.07)  0.000
C (0.14, -0.01, 2.43)  -0.001
S (0.63, -0.16, 0.77)  -0.007
N (-0.27, -1.12, 3.11)  0.000
C (0.14, -1.54, 4.46)  0.000
C (-1.03, -2.07, 5.30)  0.000
H (1.79, 1.29, 5.42)  0.000
H (0.68, 2.37, 6.29)  0.000
H (1.41, 2.95, 4.80)  0.000
H (-0.71, 0.72, 4.98)  0.000
H (-0.91, 2.33, 4.33)  0.000
H (0.57, 1.95, 2.49)  0.000
H (-0.49, -1.93, 2.49)  0.000
H (0.86, -2.33, 4.27)  0.000
H (0.67, -0.74, 5.00)  0.000
H (-1.44, -2.97, 4.83)  0.000
H (-0.68, -2.37, 6.30)  0.000
H (-1.82, -1.31, 5.45)  0.000

Output
multiplicity: 4
net charge: +2
E_LUMO (alpha / beta): -0.258 / -0.249 hartree

=====

Below is a structure of composition C11H24ClINOP2STi in a non-equilibrium geometry, with properties calculated with ωB97M-V/def2-TZVPD.

Last column: Löwdin spin population.
CARTESIAN COORDINATES (ANGSTROEM)
C (0.01, 1.49, -3.97)  0.079
C (-0.03, 1.82, -2.58)  0.282
H (0.06, 2.43, -4.58)  0.019
H (-0.88, 0.90, -4.24)  0.002
H (0.86, 0.83, -4.18)  0.000
O (0.05, 2.62, -1.72)  0.208
I (-0.02, -3.26, -2.29)  -0.026
Ti (-0.02, -1.58, -0.37)  0.340
P (2.10, -0.46, -0.98)  0.022
C (2.48, 1.12, -0.15)  0.000
C (3.38, -1.59, -0.36)  0.014
H (4.35, -1.24, -0.73)  0.002
H (3.81, -0.25, -2.66)  0.001
H (3.21, -2.61, -0.74)  0.000
H (2.29, -0.88, -3.35)  0.000
H (2.12, 1.10, 0.88)  0.000
H (3.41, -1.62, 0.73)  0.000
C (2.71, -0.14, -2.66)  0.007
H (3.57, 1.26, -0.16)  0.000
H (2.45, 0.87, -2.99)  0.001
H (1.97, 1.95, -0.67)  0.000
P (-2.05, -0.39, -1.01)  0.026
C (-2.43, 1.18, -0.18)  0.001
C (-2.71, -0.12, -2.68)  0.011
H (-3.72, -2.14, -1.14)  0.001
H (-4.11, -0.94, 0.13)  0.002
H (-2.88, -2.21, 0.43)  0.001
C (-3.31, -1.53, -0.33)  0.018
H (-2.32, -0.89, -3.36)  0.000
H (-3.81, -0.20, -2.65)  0.001
H (-3.51, 1.34, -0.21)  0.000
H (-1.90, 2.00, -0.67)  0.001
H (-2.43, 0.88, -3.05)  0.002
H (-2.09, 1.14, 0.86)  0.000
Cl (-0.08, -3.47, 0.98)  -0.011
S (-0.96, 0.05, 4.00)  0.000
C (0.77, -0.15, 3.82)  0.000
C (1.10, -0.55, 2.55)  0.001
N (-0.01, -0.68, 1.71)  -0.001
C (-1.16, -0.47, 2.37)  0.000
H (1.48, 0.05, 4.61)  0.000
H (2.09, -0.76, 2.14)  0.000
H (-2.14, -0.66, 1.94)  0.000

Output
multiplicity: 2
net charge: +2
E_LUMO (alpha / beta): -0.326 / -0.291 hartree

=====

Below is a structure of composition C11H24F3MgNO8S2 in a non-equilibrium geometry, with properties calculated with ωB97M-V/def2-TZVPD.

Last column: Löwdin charge in e.
CARTESIAN COORDINATES (ANGSTROEM)
Mg (-0.24, -0.51, 0.66)  1.202
N (-1.39, 2.94, -3.29)  -0.690
O (-0.63, 2.48, -4.14)  -0.008
O (-1.41, 2.47, -2.14)  -0.043
O (-2.00, 3.92, -3.51)  0.059
C (-1.45, -0.72, 5.05)  -0.360
O (-2.29, 0.07, 4.22)  -0.134
O (-0.69, -1.30, 3.99)  -0.177
C (-0.81, 0.20, 6.15)  -0.528
F (-1.71, 0.46, 7.12)  0.106
F (0.18, -0.35, 6.80)  0.174
F (-0.45, 1.51, 5.86)  0.099
C (-3.56, 0.50, 4.75)  -0.258
C (-4.26, 1.18, 3.61)  -0.075
H (-4.27, 0.54, 2.73)  0.077
H (-5.30, 1.44, 3.84)  0.077
H (-3.78, 2.13, 3.36)  0.079
H (-3.30, 1.18, 5.57)  0.110
H (-4.22, -0.24, 5.20)  0.121
H (-2.01, -1.54, 5.50)  0.161
C (-3.38, -3.35, -4.60)  -0.257
S (-4.21, -3.49, -2.95)  0.843
O (-3.28, -2.65, -2.03)  -0.620
C (-5.60, -2.36, -3.33)  -0.266
H (-2.36, -3.73, -4.60)  0.049
H (-3.29, -2.28, -4.79)  0.053
H (-3.96, -3.86, -5.37)  0.048
H (-6.07, -2.50, -4.30)  0.054
H (-5.20, -1.34, -3.25)  0.056
H (-6.34, -2.44, -2.53)  0.044
C (4.56, 5.41, 1.98)  -0.265
S (4.62, 3.77, 1.15)  0.816
O (3.31, 3.03, 1.16)  -0.588
C (4.93, 4.35, -0.58)  -0.251
H (3.97, 5.39, 2.90)  0.051
H (4.14, 6.20, 1.35)  0.046
H (5.53, 5.77, 2.31)  0.047
H (4.11, 5.00, -0.87)  0.049
H (4.98, 3.58, -1.35)  0.053
H (5.81, 5.00, -0.50)  0.044
C (4.32, -2.80, -4.15)  -0.015
C (3.70, -3.25, -2.82)  -0.523
O (2.92, -2.57, -2.23)  0.063
C (4.20, -4.55, -2.27)  -0.029
H (3.94, -3.45, -4.94)  0.084
H (5.40, -2.81, -3.98)  0.084
H (3.97, -1.80, -4.38)  0.081
H (3.66, -4.75, -1.35)  0.081
H (5.26, -4.56, -2.02)  0.089
H (3.94, -5.32, -3.00)  0.088

Output
multiplicity: 1
energy above the lowest of the compared OMol25 structures with the same formula, charge and spin: 285.05 kcal/mol
E_LUMO: -0.180 hartree

=====

Below is a structure of composition C11H24IKN3OTa in a non-equilibrium geometry, with properties calculated with ωB97M-V/def2-TZVPD.

Last column: Löwdin charge in e.
CARTESIAN COORDINATES (ANGSTROEM)
N (0.22, 1.88, 1.55)  -0.194
C (0.08, 3.04, 2.02)  -0.275
O (0.75, 3.97, 2.49)  0.059
K (2.55, 2.19, 2.64)  0.822
Ta (0.23, -0.08, 1.45)  1.385
N (1.70, -0.63, 0.24)  -0.267
N (-1.50, -0.49, 0.74)  -0.267
C (2.39, -0.21, -1.04)  -0.636
C (-2.52, 0.36, -0.01)  -0.626
C (3.79, -0.84, -1.13)  -0.028
C (1.54, -0.64, -2.24)  -0.020
C (2.52, 1.29, -0.99)  -0.060
C (-3.20, 1.25, 1.03)  -0.028
C (-3.54, -0.51, -0.75)  -0.031
C (-1.74, 1.19, -1.00)  -0.057
H (4.38, -0.62, -0.24)  0.093
H (4.32, -0.42, -2.00)  0.112
H (3.76, -1.92, -1.28)  0.091
H (1.36, -1.71, -2.27)  0.085
H (2.04, -0.35, -3.18)  0.115
H (0.56, -0.13, -2.22)  0.063
H (1.54, 1.79, -0.84)  0.067
H (2.93, 1.66, -1.94)  0.120
H (3.21, 1.61, -0.19)  0.068
H (-3.68, 0.66, 1.82)  0.094
H (-3.99, 1.85, 0.54)  0.114
H (-2.49, 1.93, 1.49)  0.058
H (-4.20, -1.07, -0.09)  0.092
H (-3.06, -1.20, -1.44)  0.097
H (-4.18, 0.16, -1.35)  0.112
H (-2.42, 1.90, -1.51)  0.119
H (-1.29, 0.56, -1.78)  0.078
H (-0.95, 1.78, -0.52)  0.043
C (1.76, -2.14, 0.50)  -0.091
H (1.11, -2.36, 1.35)  0.030
H (1.43, -2.72, -0.37)  0.101
H (2.78, -2.45, 0.78)  0.105
C (-2.05, -1.81, 1.27)  -0.086
H (-1.29, -2.26, 1.89)  0.034
H (-2.95, -1.64, 1.87)  0.104
H (-2.29, -2.50, 0.45)  0.106
I (0.40, -0.38, 4.24)  0.300

Output
multiplicity: 1
net charge: +2
E_LUMO: -0.333 hartree